Computed, not measured: C47H51Cl6N7O2S2SbY as an isolated structure at a distorted geometry, with ωB97M-V/def2-TZVPD.

```
117
Properties=species:S:1:pos:R:3:forces:R:3
C 1.091 2.893 3.503 0.02 -0.19 -0.06
C 0.010 0.215 -4.885 -0.05 -0.03 0.09
Y -0.420 -0.746 0.232 -0.06 0.75 -0.80
C 0.024 0.085 -7.287 0.02 -0.01 0.01
C -1.265 0.806 -4.878 0.05 0.08 0.03
H 4.921 2.342 0.964 -0.01 0.01 0.02
H 4.671 2.842 2.644 0.00 0.00 0.00
C 1.623 -2.908 1.316 -0.04 -0.10 -0.19
H 0.242 -2.140 -3.207 0.02 -0.11 0.00
H 3.078 -0.735 0.802 -0.04 -0.06 0.05
O -1.652 -2.626 3.652 -0.09 -0.01 0.04
H 2.025 1.633 5.030 0.03 -0.01 0.01
H 2.887 -0.160 3.867 0.00 -0.05 -0.05
H -3.303 3.047 -2.450 -0.01 -0.04 -0.02
C -4.237 -3.980 -0.815 -0.01 0.00 0.03
H 1.681 -0.458 -6.057 0.00 0.00 0.01
N -3.884 -3.013 1.337 0.04 -0.03 -0.01
C -3.194 -3.207 -1.290 0.07 0.08 -0.17
H 3.112 3.684 3.798 0.00 -0.01 0.02
C -3.243 2.681 0.919 -0.06 0.09 -0.06
H -2.881 -3.256 -2.327 0.00 0.01 0.01
H -0.419 4.039 2.381 0.00 0.01 -0.01
H -1.061 2.676 3.304 -0.01 -0.01 -0.01
C 1.227 -1.682 -3.193 -0.17 0.13 0.00
H 0.619 -3.202 -5.334 0.00 -0.02 0.00
C 2.110 -4.898 -0.476 -0.02 -0.01 -0.04
H 3.847 4.070 0.790 -0.02 0.01 0.00
H -3.603 -2.673 5.105 -0.01 -0.01 0.00
N -2.520 -2.374 -0.512 0.23 0.32 0.17
C -5.493 -1.655 5.182 0.00 0.01 0.01
C -2.035 1.605 -1.367 0.14 0.19 0.09
H -5.336 -4.413 0.989 0.00 -0.01 -0.01
H 2.002 4.804 2.997 0.03 0.00 0.01
C -4.214 -1.875 4.709 0.00 0.03 -0.01
H 2.402 5.039 1.066 -0.02 0.02 -0.01
C 4.807 1.984 1.986 0.04 -0.04 -0.02
N -2.151 -1.404 1.481 -0.51 -0.47 0.83
H -5.892 -2.275 5.975 0.00 -0.01 0.00
H 0.766 4.286 -1.273 0.01 0.01 0.01
H 5.484 -2.446 -4.920 0.00 0.00 0.00
H 2.611 2.909 -1.962 0.00 0.00 0.00
C 1.976 3.141 0.087 -0.05 -0.02 0.18
C -1.394 1.048 -2.422 0.29 0.18 -0.17
H -3.686 3.075 1.823 0.02 0.01 0.00
H 4.332 0.297 0.135 -0.03 -0.02 -0.01
H -0.073 2.873 -0.631 0.00 0.00 -0.01
Cl 4.304 -5.804 0.831 -0.01 -0.01 0.01
H -7.987 -1.129 5.666 -0.02 -0.02 -0.03
C 1.685 -3.038 -5.240 -0.01 0.00 0.01
C 2.876 4.338 0.382 0.01 0.01 0.02
Cl -0.094 -4.388 -1.912 0.01 0.11 -0.08
C 3.541 -2.058 -4.080 0.00 0.04 -0.02
H -4.779 -4.658 -1.457 -0.01 0.00 0.00
H -4.365 3.943 -0.472 -0.01 -0.01 0.00
C 2.685 -3.770 1.562 0.01 0.02 0.06
N -0.354 0.117 -2.207 -0.20 -0.76 0.63
C 3.692 0.947 2.116 -0.16 -0.01 -0.10
C 2.592 2.315 -1.040 0.03 0.03 -0.01
C -6.285 -0.639 4.638 0.02 -0.02 -0.03
C 2.077 4.026 3.754 0.00 0.01 0.02
S 0.833 0.090 -3.331 0.39 0.18 -0.06
H -4.089 0.551 2.342 -0.02 0.00 0.00
H 3.994 1.153 4.255 -0.04 0.01 0.02
C 3.956 -0.142 1.060 0.02 -0.02 0.03
H 4.716 -0.843 1.423 0.03 0.02 0.00
Cl 1.186 -1.751 2.551 0.05 0.03 0.01
N -7.553 -0.398 5.132 0.01 0.07 0.08
C -3.708 -1.072 3.699 -0.03 0.05 -0.09
H 0.606 2.526 5.559 0.00 0.00 0.00
C 1.044 -4.011 -0.638 0.06 0.03 0.05
N -1.645 1.176 -0.087 -0.40 0.14 -0.07
C -5.761 0.156 3.613 -0.01 0.01 -0.01
H -1.791 0.748 -8.234 0.00 0.00 0.00
H 0.525 -0.166 -8.211 0.00 0.00 0.00
C -1.275 0.606 -7.293 -0.01 0.01 0.01
H 0.152 4.306 0.378 -0.02 -0.01 -0.01
C 0.620 3.672 -0.376 0.02 -0.03 -0.04
H -6.368 0.944 3.183 0.00 0.00 -0.01
C 2.549 -3.596 -6.167 0.02 -0.02 -0.02
H 2.006 1.417 -1.251 0.01 -0.01 0.02
C -2.272 1.734 0.980 0.05 0.08 -0.13
O -1.252 -0.207 3.349 -0.04 0.01 -0.02
C -4.481 -0.059 3.146 0.03 -0.02 0.06
Cl 5.001 -4.066 -7.198 0.00 0.00 0.00
H 1.841 4.487 4.720 0.00 0.00 0.00
H 1.640 -1.756 -2.184 -0.06 -0.01 0.04
C 3.779 0.363 3.533 -0.01 0.02 0.00
H -2.897 1.399 -6.150 0.00 -0.01 0.01
H 0.406 1.097 4.544 0.00 0.01 0.02
H -1.944 1.362 1.942 0.02 -0.03 0.02
H -2.765 1.660 -3.839 -0.03 -0.06 -0.01
C -2.898 -2.309 0.781 -0.05 -0.05 0.05
H -8.182 0.130 4.552 -0.01 -0.02 -0.02
H 4.607 -0.352 3.576 0.03 0.03 0.01
N -1.842 1.271 -3.746 -0.14 -0.07 0.01
C 2.169 -2.261 -4.194 0.04 0.02 -0.01
Cl 2.399 -6.166 -1.608 0.00 0.01 0.03
H 5.755 1.506 2.264 0.00 0.01 0.00
C 4.418 -2.603 -5.004 0.00 0.01 0.01
C 1.039 1.968 4.720 -0.02 -0.03 -0.01
C 3.911 -3.369 -6.042 -0.01 0.00 0.00
H 3.930 -1.465 -3.261 0.01 -0.01 0.01
C -3.633 3.150 -0.378 0.04 -0.02 0.10
H 3.050 4.877 -0.557 0.00 0.00 0.00
S -2.088 -1.373 3.102 -0.05 -0.14 0.02
H 3.618 2.019 -0.818 -0.03 0.00 -0.03
C -0.311 3.465 3.301 0.01 0.02 -0.01
C -3.056 2.634 -1.480 -0.04 -0.11 -0.07
Sb 1.612 1.675 1.725 0.42 0.48 -0.28
C -4.536 -3.839 0.531 0.00 0.01 0.01
C 2.960 -4.755 0.620 -0.01 0.01 -0.01
C 0.809 -2.912 0.189 0.31 -0.69 -0.10
Cl 3.635 -3.628 2.991 0.01 0.01 -0.03
H -0.536 4.134 4.140 0.00 0.00 -0.01
C -1.904 0.965 -6.127 0.01 0.00 -0.04
H 2.176 -4.203 -6.979 0.00 0.00 0.00
C 0.664 -0.090 -6.079 0.00 0.00 -0.02
```
Positions in Å, forces in eV/Å.

Energy relative to the best compared isomer or geometry (same formula, charge and spin) in kJ/mol: 112.7
Gap between HOMO and LUMO in eV: 5.6408
Multiplicity: 1
E_tot in Ha: -6191.4920
F_max in eV/Å: 1.10
LUMO energy in eV: 0.212
HOMO level in eV: -5.43